(1)
3 unconnected molecules or ions with the total composition C20H39I2O13PS3, computed with ωB97M-V with the def2-TZVPD basis set.

Computed properties:
* structure (SMILES): CCOCCCCC[C@]1(P(C)C)[C@H](I)[C@H](COCC)S(=O)(=O)O[C@@H]1I.O=S1(=O)OCCO1.O=S1(=O)OCCO1
* electronic energy: -105981.688 eV
* HOMO level: -0.2974 Eh

Structure (ORCA input):
```
! RIJCOSX wB97M-V def2-TZVPD def2/J DEFGRID3
* xyz 0 1
I 0.1570 -1.5986 -1.4160
I -3.5606 -2.4292 -1.6361
S -2.5600 -3.3837 1.7354
S 4.6374 -1.2680 -2.4248
S -3.6290 5.3495 -0.1796
P -2.4414 0.1431 2.2787
O 5.3498 -2.3125 -3.3997
O 4.2721 -1.9628 -1.2430
O 2.8116 2.0299 0.4569
O -0.3226 -4.4986 -0.1612
O -3.6214 -2.2755 1.3077
O 3.6961 -0.4951 -3.1502
O -4.8491 5.0226 -1.1512
O 5.9207 -0.3612 -2.1584
O -3.2306 6.6913 -0.3909
O -2.8013 -4.5574 0.9664
O -4.4374 5.2266 1.1896
O -2.6305 -3.4262 3.1664
O -2.6902 4.2854 -0.2284
C 7.1117 -1.0542 -2.5640
C -0.8312 0.4759 3.1072
C 0.0421 -3.7928 0.9850
C 6.6594 -1.8565 -3.7694
C -0.1660 2.0634 0.2903
C 3.4896 -0.0889 1.3519
C -3.3807 -1.3788 0.2407
C 2.1357 2.6483 -0.6263
C -0.8397 -1.3487 0.4958
C -0.9306 -2.6522 1.3420
C 0.8053 3.1827 -0.1071
C -3.1844 1.8150 2.0945
C -2.1289 -0.5085 0.4632
C 0.7529 -5.0431 -0.9068
C -5.8491 5.1279 0.9406
C -1.0249 1.5848 -0.8706
C 1.0726 -6.4820 -0.4839
C 3.5650 0.8673 0.1577
C -5.9288 4.4358 -0.4070
C -2.1857 0.5990 -0.6205
H -6.3011 4.5548 1.7451
H -4.2699 1.6881 2.1364
H -6.8562 4.6293 -0.9376
H 4.4692 -0.4922 1.6139
H -0.0983 -0.3070 2.9098
H -2.8974 2.3919 1.2192
H -4.2556 -0.7287 0.2339
H 7.2830 -2.7238 -3.9657
H -5.7616 3.3605 -0.3231
H 2.7415 3.4667 -1.0350
H 4.6122 1.1245 -0.0515
H 7.8732 -0.3161 -2.7975
H 1.9786 1.9130 -1.4272
H 3.1043 0.4566 2.2169
H 7.4473 -1.6963 -1.7484
H -0.7908 2.4206 1.1070
H -0.0857 -0.7387 0.9851
H 1.2522 -7.1074 -1.3627
H -1.0537 0.4408 4.1765
H -1.4602 2.4714 -1.3418
H 1.6401 -4.4046 -0.8163
H 0.0888 -4.4581 1.8604
H -3.1122 1.1593 -0.4581
H 2.8288 -0.9347 1.1446
H -6.2739 6.1319 0.9088
H 0.3565 3.8461 -0.8558
H -2.9072 2.3939 2.9823
H -0.3615 1.1515 -1.6220
H 6.5819 -1.2385 -4.6649
H 1.0135 3.8014 0.7720
H 0.4413 -5.0064 -1.9532
H -0.3651 1.4353 2.8788
H 1.9676 -6.5443 0.1384
H 0.4565 1.2477 0.6748
H 3.1530 0.3688 -0.7266
H 1.0410 -3.3451 0.8702
H -0.6265 -2.3690 2.3560
H 0.2238 -6.9002 0.0588
H -2.3319 0.0829 -1.5763
*
```

What are the Löwdin partial charges on each atom? They are as follows, in elementary charge units:
1. I 1.09
2. I 0.94
3. S 0.60
4. S 0.56
5. S 0.60
6. P 1.03
7. O -0.19
8. O -0.22
9. O -0.16
10. O -0.23
11. O -0.34
12. O -0.22
13. O -0.18
14. O -0.19
15. O -0.20
16. O -0.27
17. O -0.19
18. O -0.26
19. O -0.22
20. C -0.15
21. C -0.28
22. C -0.27
23. C -0.15
24. C -0.21
25. C -0.06
26. C -0.75
27. C -0.21
28. C -0.60
29. C -0.31
30. C -0.16
31. C -0.28
32. C -0.58
33. C -0.29
34. C -0.15
35. C -0.22
36. C -0.06
37. C -0.27
38. C -0.15
39. C -0.24
40. H 0.14
41. H 0.03
42. H 0.14
43. H 0.07
44. H 0.03
45. H 0.00
46. H 0.09
47. H 0.14
48. H 0.13
49. H 0.12
50. H 0.12
51. H 0.14
52. H 0.12
53. H 0.08
54. H 0.14
55. H 0.08
56. H 0.03
57. H 0.07
58. H 0.04
59. H 0.10
60. H 0.09
61. H 0.14
62. H 0.10
63. H 0.05
64. H 0.13
65. H 0.12
66. H 0.05
67. H 0.04
68. H 0.13
69. H 0.12
70. H 0.11
71. H 0.03
72. H 0.07
73. H 0.09
74. H 0.07
75. H 0.11
76. H 0.11
77. H 0.08
78. H 0.03

(2)
A molecular structure, C51H55N6O3S4Si2W in a non-equilibrium geometry, computed with ωB97M-V with the def2-TZVPD basis set.

Computed properties:
* electronic energy: -129772.175 eV
* HOMO level: -0.3844 Eh

Structure (ORCA input):
```
! RIJCOSX wB97M-V def2-TZVPD def2/J DEFGRID3
* xyz 1 1
W -1.7706 -0.8106 -0.5083
S 2.1224 1.3467 1.4774
S 0.7128 -1.7629 1.2715
S 1.5619 0.2368 -0.9435
S -1.2018 -5.3104 -1.2761
Si -4.1562 -0.4739 -1.4687
Si -3.2086 -0.7943 1.7096
O -0.1991 1.4121 1.1218
O -1.5605 -1.1309 -3.0228
O -1.8617 1.4389 -2.4741
N -0.0988 0.3105 -0.9347
N -1.7394 3.5119 -3.3937
N 1.6716 -0.8901 0.4612
N -0.7711 -1.6315 1.0227
N -2.2247 -2.7849 -0.8242
N 2.2700 1.4056 -0.1422
C 4.8017 2.0771 1.1582
C -4.6649 -1.8558 -2.7840
C -2.9371 0.8438 2.7079
C -6.0355 -0.8057 2.2456
C 1.7239 -2.1902 -2.3052
C -1.7774 2.6653 -2.3796
C 3.7961 -3.2300 -2.9308
C 1.1030 -3.5288 1.1433
C -4.7189 1.1349 -2.4153
C -1.8061 3.0733 -4.7690
C 0.2443 -4.3561 1.8500
C 2.2532 -5.4345 0.2856
C 6.1535 1.9160 1.4031
C 4.3103 0.4091 2.8204
C 2.0011 -2.2893 3.6928
C 0.7451 -0.2106 5.0280
C 3.8255 -1.1375 -1.7548
C 1.8645 3.0901 1.8341
C 3.8870 1.3197 1.8685
C 2.3279 2.2999 -5.0538
C 2.2830 -2.0508 5.0291
C 2.4097 -3.2325 -2.9108
C 1.0971 0.7512 -3.6877
C 3.0385 2.7016 -3.9349
C -3.0644 -2.2744 2.9662
C -7.7934 -0.6506 0.6240
C 1.6466 4.0277 0.8417
C -7.3850 -0.7532 1.9442
C -0.7235 0.7897 0.1891
C 1.5125 4.7565 3.5159
C 1.7848 3.4429 3.1720
C 1.0801 -1.4915 3.0345
C 2.4430 -1.1521 -1.7428
C 4.5041 -2.1926 -2.3436
C 1.3186 5.7056 2.5241
C 1.7865 1.1629 -2.5588
C 1.3515 1.3243 -4.9244
C 1.3978 -6.2669 0.9905
C 2.7641 2.1351 -2.6993
C 1.6480 -1.0183 5.7003
C 5.6634 0.2493 3.0651
C -1.7774 -3.8790 -0.9797
C 0.3920 -5.7281 1.7815
C 0.4646 -0.4414 3.6912
C -5.0831 -0.7478 1.2353
C 2.1186 -4.0561 0.3687
C 1.3770 5.3415 1.1894
C -1.7264 4.9398 -3.2011
C -5.4918 -0.6246 -0.0907
C 6.5842 0.9986 2.3504
C -6.8496 -0.5836 -0.3853
H 2.4937 -3.0936 3.1681
H -0.8767 5.3800 -3.7240
H -3.9244 -2.9371 2.8930
H 6.8674 2.5065 0.8478
H 0.8059 0.9962 -5.7986
H -4.5294 -1.5458 -3.8197
H -1.9173 1.2063 2.6391
H 1.8603 -0.8499 6.7459
H -0.2868 -6.3660 2.3292
H 3.3164 2.4365 -1.8258
H 2.9996 -2.6706 5.5457
H -5.7175 -2.1022 -2.6683
H -4.1880 1.2817 -3.3507
H 2.5512 2.7230 -6.0232
H 1.8692 -4.0527 -3.3569
H 7.6407 0.8613 2.5235
H -2.2929 -1.6006 -3.4457
H -2.7970 3.2698 -5.1871
H -1.0646 3.6169 -5.3554
H -4.1135 -2.7816 -2.6233
H 4.4463 2.7832 0.4241
H 1.9280 2.6915 3.9360
H -5.7151 -0.8856 3.2736
H 3.5793 -0.1700 3.3630
H -4.5649 2.0164 -1.8010
H 1.4496 5.0447 4.5544
H -1.6831 -0.1766 -3.1942
H 4.3515 -0.3170 -1.2901
H -1.5991 2.0065 -4.8201
H -8.8460 -0.6211 0.3833
H 3.0256 -5.8555 -0.3420
H -8.1159 -0.7982 2.7387
H 1.2030 6.0784 0.4168
H 3.8200 3.4450 -4.0150
H -3.1717 0.6936 3.7573
H -2.1758 -2.8595 2.7508
H 1.6802 3.7105 -0.1876
H 4.3300 -4.0443 -3.3966
H -5.7779 1.0706 -2.6407
H -1.7400 3.1546 -1.3969
H -0.2307 0.1770 3.1500
H 1.5116 -7.3389 0.9264
H 0.6384 -2.1941 -2.2464
H -1.6454 5.1661 -2.1422
H 0.3706 -0.0405 -3.5975
H 5.5841 -2.2000 -2.3453
H -0.5370 -3.9083 2.4482
H 1.1047 6.7294 2.7893
H -2.6441 5.3789 -3.5980
H -7.1736 -0.4982 -1.4123
H -3.5832 1.6333 2.3352
H 0.2565 0.5996 5.5453
H 5.9963 -0.4667 3.8021
H 2.7991 -3.4014 -0.1515
H -2.9820 -1.9282 3.9942
*
```

Here are the Löwdin charges for atoms 1 to 99, given in e:
1. W 1.45
2. S 1.13
3. S 0.80
4. S 0.87
5. S 0.75
6. Si 0.59
7. Si 0.64
8. O -0.14
9. O -0.12
10. O -0.13
11. N -0.25
12. N -0.16
13. N -0.41
14. N -0.42
15. N -0.14
16. N -0.43
17. C -0.07
18. C -0.20
19. C -0.19
20. C -0.11
21. C -0.09
22. C -0.29
23. C -0.07
24. C -0.31
25. C -0.20
26. C -0.02
27. C -0.10
28. C -0.06
29. C -0.06
30. C -0.07
31. C -0.07
32. C -0.05
33. C -0.05
34. C -0.36
35. C -0.35
36. C -0.08
37. C -0.06
38. C -0.06
39. C -0.08
40. C -0.06
41. C -0.17
42. C -0.08
43. C -0.07
44. C -0.08
45. C -0.60
46. C -0.06
47. C -0.07
48. C -0.29
49. C -0.31
50. C -0.06
51. C -0.07
52. C -0.26
53. C -0.07
54. C -0.08
55. C -0.08
56. C -0.06
57. C -0.06
58. C -0.89
59. C -0.08
60. C -0.08
61. C -0.32
62. C -0.06
63. C -0.06
64. C -0.03
65. C -0.32
66. C -0.07
67. C -0.11
68. H 0.12
69. H 0.10
70. H 0.03
71. H 0.11
72. H 0.11
73. H 0.02
74. H -0.02
75. H 0.11
76. H 0.12
77. H 0.08
78. H 0.11
79. H 0.03
80. H 0.01
81. H 0.11
82. H 0.11
83. H 0.11
84. H 0.05
85. H 0.10
86. H 0.10
87. H 0.00
88. H 0.11
89. H 0.11
90. H 0.10
91. H 0.09
92. H 0.02
93. H 0.11
94. H 0.01
95. H 0.12
96. H 0.08
97. H 0.10
98. H 0.11
99. H 0.10

(3)
2 unconnected molecules or ions with the total composition C4H9F2N in a non-equilibrium geometry, computed with ωB97M-V with the def2-TZVPD basis set.

Computed properties:
* electronic energy: -11216.411 eV
* energy relative to the best compared isomer or geometry (same formula, charge and spin): 236.5 kJ/mol
* HOMO level: -0.3078 Eh

Structure (ORCA input):
```
! RIJCOSX wB97M-V def2-TZVPD def2/J DEFGRID3
* xyz 0 1
F 0.8157 0.2212 1.9948
F -1.3555 -0.2180 1.8898
N -0.1614 -0.2211 -1.7436
C 0.5901 1.9553 -0.4721
C 0.0032 -1.7946 0.8945
C -0.1138 -0.3648 1.2066
C -0.2510 0.7119 -0.6607
H -1.0670 -0.5827 -1.8643
H 0.5773 -0.9336 -1.7629
H -0.7593 -2.1084 0.0790
H 0.1257 2.7627 -1.0837
H -1.2840 1.1685 -0.6244
H 0.9587 -1.9778 0.7117
H 0.6694 2.1675 0.5024
H 1.5547 1.7801 -0.8044
H -0.3027 -2.5662 1.7373
*
```

What are the Löwdin partial charges on each atom? They are as follows, in elementary charge units:
1. F 0.05
2. F -0.03
3. N 0.03
4. C -0.08
5. C -0.05
6. C -0.40
7. C -0.23
8. H 0.05
9. H 0.09
10. H 0.11
11. H 0.10
12. H 0.13
13. H 0.02
14. H 0.02
15. H 0.05
16. H 0.13

(4)
2 unconnected molecules or ions with the total composition C6H14N2 in a non-equilibrium geometry, computed with ωB97M-V with the def2-TZVPD basis set.

Computed properties:
* structure (SMILES): [H]/N=C(/C)N=C.CCC
* electronic energy: -9428.298 eV
* energy relative to the best compared isomer or geometry (same formula, charge and spin): 114.4 kJ/mol
* HOMO level: -0.3490 Eh

Structure (ORCA input):
```
! RIJCOSX wB97M-V def2-TZVPD def2/J DEFGRID3
* xyz 0 1
N -2.2227 0.8742 0.3884
N -2.3494 3.1301 0.9988
C 0.3169 -1.5055 -0.6421
C -1.6873 2.1105 0.6581
C -0.2279 2.2367 0.3423
C 1.6909 -1.0435 -1.1121
C -2.5747 -0.0321 1.1725
C 2.7900 -1.9977 -0.6610
H -3.0447 -0.9170 0.7628
H 1.8947 -0.0456 -0.7174
H 0.3478 1.5528 0.9636
H -3.3375 2.9614 1.1751
H -0.0562 1.9790 -0.7006
H 2.8141 -2.0649 0.4248
H 0.0844 3.2595 0.5258
H 0.2866 -1.5666 0.4445
H -2.4328 -0.0020 2.2559
H -0.4573 -0.8146 -0.9673
H 3.7629 -1.6544 -1.0051
H 2.6163 -2.9945 -1.0607
H 1.6955 -0.9750 -2.2021
H 0.0905 -2.4908 -1.0441
*
```

What are the Löwdin partial charges on each atom? They are as follows, in elementary charge units:
1. N 0.04
2. N 0.14
3. C -0.14
4. C -0.54
5. C -0.04
6. C -0.33
7. C -0.02
8. C -0.13
9. H 0.07
10. H 0.09
11. H 0.08
12. H 0.05
13. H 0.08
14. H 0.07
15. H 0.08
16. H 0.07
17. H 0.09
18. H 0.05
19. H 0.07
20. H 0.07
21. H 0.10
22. H 0.07